This record from the OMol25 dataset describes C15H18N2O7 in the gas phase at a distorted geometry. The level of theory is wB97M-V/def2-TZVPD.

Last column: Mulliken charge in e.
CARTESIAN COORDINATES (ANGSTROEM)
1 C -1.7124 -4.8772 0.7768  -0.912
2 O -1.6324 -4.1950 2.0084  -0.452
3 C -0.9837 -3.0323 2.0860  1.327
4 C -0.3539 -2.4016 1.0057  -0.465
5 C 0.2803 -1.1875 1.1548  -1.127
6 C 0.2976 -0.5408 2.3915  -0.123
7 C 0.9559 0.7732 2.5894  0.620
8 O 0.8271 1.4633 3.5666  -0.623
9 O 1.7115 1.1055 1.5280  -0.282
10 C 2.3326 2.3833 1.5192  -0.412
11 C 2.0483 3.1184 0.2053  0.509
12 O 2.7565 4.0178 -0.1876  -0.666
13 N 0.9321 2.6976 -0.4179  -0.093
14 C 0.5898 3.0744 -1.7658  -1.192
15 C 0.7554 1.8621 -2.6970  0.291
16 C 0.2869 2.1542 -4.1343  -0.730
17 C -0.6442 0.9826 -4.4530  -0.550
18 C -1.1411 0.6007 -3.0606  -0.505
19 O -0.0235 0.7694 -2.2127  -0.340
20 C -0.3373 -1.1389 3.4713  -0.423
21 C -0.9573 -2.3694 3.3328  0.010
22 N -1.5688 -2.9503 4.5054  0.968
23 O -1.7370 -4.1470 4.5381  -0.566
24 O -1.8620 -2.1869 5.4007  -0.595
25 H -0.7207 -5.1537 0.4085  0.356
26 H -2.2351 -4.2817 0.0226  0.353
27 H -2.2836 -5.7792 0.9875  0.256
28 H -0.3586 -2.8693 0.0348  0.428
29 H 0.7576 -0.7315 0.3013  0.551
30 H 3.4143 2.2594 1.6229  0.326
31 H 1.9651 2.9791 2.3638  0.315
32 H 0.4800 1.8574 -0.0855  0.232
33 H -0.4489 3.4198 -1.7890  0.314
34 H 1.2546 3.8852 -2.0686  0.464
35 H 1.8020 1.5368 -2.6621  0.295
36 H -0.2615 3.0962 -4.1601  0.321
37 H 1.1231 2.2224 -4.8253  0.371
38 H -0.0818 0.1545 -4.8846  0.265
39 H -1.4537 1.2531 -5.1259  0.339
40 H -1.9636 1.2602 -2.7477  0.284
41 H -1.4661 -0.4370 -2.9766  0.304
42 H -0.3435 -0.6470 4.4333  0.558

SMILES string	COc1ccc(C(=O)OCC(=O)NC[C@@H]2CCCO2)cc1[N+](=O)[O-]
gap between HOMO and LUMO	0.33662	Ha
HOMO energy	-0.3503	Eh
total charge	0
DFT total energy	-1218.501678	a.u.